# 1
118
Properties=species:S:1:pos:R:3:forces:R:3:lowdin_charge:R:1 method="wB97M-V/def2-TZVPD" e_tot_ev=-213768.769 charge=+1 largest_force_ev_per_a=0.5 gap_ev="5.2 / 5.5"
Sn -0.362 -1.406 -0.603 0.1 0.0 0.1 1.669
C 2.412 3.660 6.247 0.0 0.0 0.0 -0.055
C 1.012 3.435 5.678 0.0 0.0 0.0 -0.553
C 0.449 4.789 5.212 0.0 0.0 0.0 -0.036
C 0.113 2.859 6.786 0.0 0.0 0.0 -0.030
C 1.010 2.473 4.503 0.0 0.0 0.0 -0.109
C -0.219 2.204 3.840 0.0 0.0 0.1 -0.053
C -0.268 1.376 2.768 0.0 0.1 0.1 -0.394
Se -1.932 1.049 1.870 0.0 -0.1 0.0 1.156
C -1.639 2.310 0.447 0.0 0.0 0.0 -0.372
C -1.588 3.636 0.722 0.0 0.1 0.0 -0.044
C -1.359 4.591 -0.302 0.0 0.0 0.1 -0.103
C -1.200 4.132 -1.612 0.0 0.0 0.0 0.039
C -1.242 2.800 -1.974 0.0 0.0 0.0 -0.031
C -1.477 1.827 -0.916 0.1 0.0 0.1 -0.330
O -1.542 0.593 -1.141 -0.2 -0.1 -0.3 -0.193
C -1.031 2.453 -3.452 0.0 0.0 0.0 -0.525
C -1.038 0.963 -3.812 0.0 0.0 0.0 -0.056
C -2.152 3.127 -4.265 0.0 0.0 0.0 -0.030
C 0.332 3.024 -3.887 0.0 0.0 0.0 -0.033
C -1.333 6.064 0.065 0.0 0.0 0.0 -0.551
C -0.299 6.289 1.180 0.0 0.0 0.0 -0.034
C -0.974 6.956 -1.123 0.0 0.0 0.0 -0.054
C -2.731 6.456 0.575 0.0 0.0 0.0 -0.026
C 0.935 0.709 2.277 -0.1 0.0 0.1 -0.340
O 0.847 -0.068 1.307 0.2 0.0 0.0 -0.154
C 2.193 0.970 2.964 0.0 0.0 0.0 -0.029
C 2.164 1.842 4.037 0.0 0.0 0.0 0.037
C 3.538 0.352 2.573 0.0 0.0 0.0 -0.522
C 4.084 -0.424 3.786 0.0 0.0 0.0 -0.027
C 3.515 -0.618 1.386 0.0 0.0 0.0 -0.056
C 4.504 1.497 2.218 0.0 0.0 0.0 -0.033
H 2.354 4.369 7.073 0.0 0.0 0.0 0.093
H 2.846 2.737 6.638 0.0 0.0 0.0 0.093
H 3.092 4.078 5.501 0.0 0.0 0.0 0.093
H 0.486 5.502 6.037 0.0 0.0 0.0 0.094
H 1.037 5.195 4.386 0.0 0.0 0.0 0.090
H -0.591 4.712 4.891 0.0 0.0 0.0 0.077
H 0.114 3.535 7.643 0.0 0.0 0.0 0.094
H -0.920 2.743 6.455 0.0 0.0 0.0 0.082
H 0.477 1.886 7.120 0.0 0.0 0.0 0.096
H -1.130 2.671 4.194 0.0 0.0 0.0 0.106
H -1.724 3.972 1.742 0.0 0.0 0.0 0.107
H -1.030 4.864 -2.388 0.0 0.0 0.0 0.100
H -1.977 0.477 -3.553 0.0 0.0 0.0 0.086
H -0.902 0.882 -4.892 0.0 0.0 0.0 0.093
H -0.217 0.419 -3.342 0.0 0.0 0.0 0.074
H -3.130 2.735 -3.983 0.0 0.0 0.0 0.097
H -2.166 4.209 -4.130 0.0 0.0 0.0 0.081
H -2.000 2.925 -5.327 0.0 0.0 0.0 0.094
H 1.138 2.645 -3.255 0.0 0.0 0.0 0.094
H 0.539 2.721 -4.915 0.0 0.0 0.0 0.093
H 0.355 4.113 -3.852 0.0 0.0 0.0 0.081
H 0.694 5.954 0.871 0.0 0.0 0.0 0.097
H -0.240 7.354 1.410 0.0 0.0 0.0 0.094
H -0.565 5.769 2.102 0.0 0.0 0.0 0.067
H 0.003 6.703 -1.542 0.0 0.0 0.0 0.094
H -1.721 6.899 -1.917 0.0 0.0 0.0 0.091
H -0.931 7.994 -0.791 0.0 0.0 0.0 0.093
H -3.022 5.874 1.451 0.0 0.0 0.0 0.084
H -2.733 7.511 0.857 0.0 0.0 0.0 0.095
H -3.486 6.309 -0.199 0.0 0.0 0.0 0.096
H 3.094 2.048 4.547 0.0 0.0 0.0 0.100
H 3.420 -1.250 4.050 0.0 0.0 0.0 0.095
H 5.061 -0.842 3.536 0.0 0.0 0.0 0.094
H 4.209 0.210 4.664 0.0 0.0 0.0 0.080
H 2.850 -1.463 1.560 0.0 0.0 0.0 0.058
H 3.223 -0.128 0.459 0.0 0.0 0.0 0.087
H 4.529 -1.005 1.257 0.0 0.0 0.0 0.094
H 4.680 2.168 3.060 0.0 0.0 0.0 0.081
H 5.467 1.077 1.920 0.0 0.0 0.0 0.093
H 4.120 2.088 1.384 0.0 0.0 0.0 0.094
C -1.254 -3.041 2.368 0.0 0.0 0.0 -0.029
O -1.577 -2.985 0.969 0.0 0.0 0.1 -0.228
C -2.070 -4.123 0.375 0.0 -0.1 -0.1 -0.208
C -2.296 -5.325 1.012 0.0 0.0 0.1 -0.043
C -2.757 -6.400 0.255 0.0 0.0 0.0 -0.667
Br -3.093 -8.037 1.128 0.0 0.0 0.0 0.788
C -2.943 -6.302 -1.108 0.0 0.0 0.0 -0.048
C -2.690 -5.090 -1.751 0.0 0.0 0.0 -0.061
C -2.315 -4.001 -0.987 0.2 0.0 -0.1 -0.175
O -2.134 -2.740 -1.525 -0.5 0.2 0.0 -0.059
C -2.839 -4.976 -3.214 0.1 0.0 -0.1 -0.273
N -3.833 -5.470 -3.885 0.0 0.0 0.0 0.194
C -3.576 -5.138 -5.211 0.0 0.0 0.0 -0.219
C -4.314 -5.422 -6.360 0.0 0.0 0.0 -0.011
C -3.808 -4.985 -7.567 0.0 0.0 0.0 -0.087
C -2.594 -4.281 -7.644 0.0 0.0 0.0 -0.087
C -1.855 -3.985 -6.517 0.0 0.0 0.0 -0.013
C -2.380 -4.422 -5.305 0.1 0.0 0.1 -0.185
N -1.923 -4.295 -4.001 -0.1 0.1 0.1 0.162
H -0.520 -3.821 2.562 0.0 0.0 0.0 0.091
H -2.160 -3.203 2.951 0.0 0.0 0.0 0.113
H -0.825 -2.071 2.610 0.0 0.0 0.0 0.082
H -2.123 -5.446 2.072 0.0 0.0 0.0 0.110
H -3.272 -7.148 -1.695 0.0 0.0 0.0 0.122
H -2.214 -2.792 -2.496 0.1 0.0 0.0 0.118
H -5.243 -5.973 -6.295 0.0 0.0 0.0 0.114
H -4.352 -5.192 -8.480 0.0 0.0 0.0 0.103
H -2.230 -3.968 -8.614 0.0 0.0 0.0 0.103
H -0.914 -3.452 -6.569 0.0 0.0 0.0 0.112
H -0.958 -4.062 -3.772 0.1 -0.1 0.0 0.116
O 1.082 -3.971 -3.798 0.0 -0.1 0.0 0.077
C 1.194 -3.594 -2.648 -0.2 0.1 0.3 -0.553
O 0.411 -2.691 -2.116 0.3 -0.1 -0.2 -0.269
C 2.219 -4.200 -1.720 0.0 0.0 -0.1 -0.101
C 3.253 -4.969 -2.246 0.0 0.0 0.0 0.016
C 4.206 -5.534 -1.411 0.0 0.0 0.0 -0.030
C 4.133 -5.353 -0.037 0.0 0.0 0.0 0.019
C 3.088 -4.601 0.464 -0.1 0.0 0.1 -0.128
C 2.135 -4.023 -0.349 0.1 0.0 -0.1 0.043
N 2.971 -4.395 1.921 0.0 0.1 0.0 -0.334
O 3.802 -4.904 2.635 0.0 0.0 0.0 0.108
O 2.041 -3.709 2.323 0.0 -0.1 0.0 0.037
H 3.294 -5.112 -3.318 0.0 0.0 0.0 0.128
H 5.011 -6.122 -1.829 0.0 0.0 0.0 0.117
H 4.858 -5.787 0.636 0.0 0.0 0.0 0.126
H 1.337 -3.467 0.111 -0.1 0.1 0.0 0.078

# 2
93
Properties=species:S:1:pos:R:3:forces:R:3:lowdin_spin:R:1 method="wB97M-V/def2-TZVPD" e_tot_ev=-86504.826 charge=0 spin_multiplicity=3 largest_force_ev_per_a=0.7 gap_ev="4.0 / 3.9" s2=2.02
Pd -0.470 -0.067 0.269 -0.4 0.4 0.0 1.166
F 5.600 -2.296 -0.581 0.1 0.0 0.0 0.000
C 4.500 -3.090 -0.680 0.1 0.0 0.1 0.000
C 3.269 -2.506 -0.736 0.0 0.4 0.0 0.001
C 2.127 -3.289 -0.743 0.0 -0.4 -0.1 0.002
C 0.808 -2.632 -0.769 -0.1 -0.5 0.3 0.008
O 0.764 -1.441 -1.041 0.0 0.7 -0.3 0.033
C -0.306 -3.484 -0.445 -0.1 -0.1 0.1 0.001
C -0.112 -4.820 -0.458 0.2 -0.1 0.1 0.002
N 1.096 -5.448 -0.666 -0.1 0.0 0.0 0.002
C 1.160 -6.887 -0.658 0.0 0.2 0.0 0.000
C 0.139 -7.631 -1.455 -0.1 0.0 0.0 0.000
C 1.563 -7.593 -1.922 0.1 -0.1 0.0 0.000
C 2.247 -4.685 -0.703 -0.1 0.0 0.0 0.001
C 3.521 -5.262 -0.697 -0.1 -0.2 -0.1 0.000
C 4.658 -4.476 -0.673 -0.1 0.1 -0.1 0.001
N 5.928 -5.119 -0.614 0.2 -0.1 0.0 0.000
C 6.222 -5.794 0.634 0.1 0.1 0.0 0.000
C 7.274 -6.858 0.403 -0.1 0.0 0.0 0.000
N 8.497 -6.191 -0.173 -0.1 0.0 -0.1 0.000
C 8.170 -5.454 -1.449 -0.1 0.1 0.0 0.000
C 7.090 -4.433 -1.144 -0.1 -0.1 0.1 0.000
C -1.714 -3.009 -0.025 0.0 -0.1 -0.1 0.003
O -2.610 -3.853 -0.141 0.1 0.2 0.1 0.002
O -1.784 -1.844 0.444 0.0 -0.1 -0.2 0.033
H 3.169 -1.424 -0.735 0.0 -0.1 0.0 0.000
H -0.966 -5.459 -0.276 0.0 0.0 -0.1 0.000
H 1.483 -7.316 0.284 0.0 0.0 0.0 0.000
H -0.579 -7.033 -2.000 0.0 0.0 0.0 0.000
H -0.257 -8.549 -1.045 0.0 0.0 0.0 0.000
H 1.801 -6.979 -2.781 -0.1 0.0 0.0 0.000
H 2.160 -8.492 -1.826 0.0 0.0 0.0 0.000
H 3.625 -6.339 -0.719 0.0 0.0 0.0 0.000
H 5.326 -6.269 1.025 -0.1 0.0 0.0 0.000
H 6.582 -5.090 1.406 0.0 0.0 0.0 0.000
H 6.934 -7.585 -0.331 0.0 0.0 0.0 0.000
H 7.559 -7.362 1.323 0.1 0.0 0.0 0.000
H 9.241 -6.868 -0.325 0.0 -0.1 0.0 0.000
H 8.839 -5.510 0.507 0.1 0.0 0.1 0.000
H 7.823 -6.194 -2.165 0.0 -0.1 0.0 0.000
H 9.081 -4.981 -1.809 0.0 0.0 0.0 0.000
H 6.835 -3.922 -2.068 0.0 0.0 0.0 0.000
H 7.495 -3.679 -0.453 0.0 0.0 0.0 0.000
Cl -1.369 -1.942 4.865 0.0 0.1 0.0 0.001
C -0.916 -0.279 4.434 0.0 0.0 -0.1 0.003
Cl 0.452 0.286 5.434 0.0 0.0 0.0 0.001
C -0.558 -0.174 2.939 0.1 0.1 -0.1 0.002
O -1.259 0.651 2.295 0.1 -0.2 0.3 0.067
O 0.368 -0.878 2.499 -0.1 0.1 0.1 0.027
H -1.758 0.357 4.659 -0.1 0.1 0.1 0.000
C -2.456 6.280 0.292 0.0 -0.1 0.0 -0.004
C -2.461 4.791 0.037 0.0 0.0 0.0 -0.002
C -3.659 4.102 -0.123 0.0 0.0 0.0 0.073
C -3.654 2.730 -0.367 -0.1 0.1 0.0 -0.003
C -4.941 1.965 -0.556 0.1 0.0 0.0 -0.004
C -2.445 2.067 -0.443 0.0 0.0 0.0 0.070
C -1.209 2.707 -0.227 0.1 0.2 -0.1 0.012
C -1.260 4.103 -0.020 0.0 -0.1 0.1 0.064
N -0.081 1.904 -0.244 0.1 -0.3 0.2 0.372
C 1.289 2.418 -0.123 0.0 0.0 -0.1 0.028
C 1.655 3.428 -1.230 0.0 0.0 0.1 0.010
C 3.124 3.853 -1.101 0.0 0.0 0.1 0.002
C 4.037 2.637 -1.275 0.0 0.0 0.0 0.000
C 3.703 1.608 -0.192 0.0 0.1 0.0 -0.001
C 3.958 2.211 1.192 0.0 0.0 0.0 0.000
C 3.053 3.431 1.375 0.0 0.0 -0.1 0.003
C 3.367 4.467 0.286 0.0 -0.1 0.0 0.000
C 1.582 3.010 1.274 0.0 -0.1 -0.1 0.014
C 2.230 1.209 -0.298 0.0 0.1 -0.1 -0.001
H -3.468 6.683 0.281 0.0 0.0 0.0 0.000
H -1.872 6.809 -0.466 0.0 0.0 0.0 -0.001
H -2.011 6.507 1.264 0.0 0.0 0.0 -0.001
H -4.602 4.638 -0.070 0.0 0.0 0.0 0.005
H -5.803 2.632 -0.530 0.0 0.0 0.0 0.000
H -5.061 1.215 0.228 0.0 0.0 0.0 -0.001
H -4.944 1.436 -1.511 0.0 0.0 0.0 -0.001
H -2.447 1.010 -0.672 0.0 -0.2 0.0 0.003
H -0.361 4.678 0.115 0.1 0.0 0.1 0.004
H 1.023 4.312 -1.183 0.0 0.0 0.0 0.000
H 1.478 2.959 -2.204 0.0 0.0 0.0 0.000
H 3.347 4.594 -1.874 0.0 0.0 0.0 0.001
H 5.087 2.943 -1.197 0.0 0.0 0.0 0.000
H 3.891 2.198 -2.269 0.0 0.0 0.0 0.000
H 4.331 0.720 -0.323 0.0 0.0 0.0 0.000
H 5.011 2.500 1.296 0.0 0.0 0.0 0.000
H 3.736 1.469 1.965 0.0 0.0 0.0 0.000
H 3.229 3.871 2.361 0.0 0.0 0.0 0.001
H 4.412 4.785 0.368 0.0 0.0 0.0 0.000
H 2.743 5.357 0.421 0.0 0.0 0.0 0.000
H 0.952 3.871 1.478 -0.1 0.1 0.0 0.000
H 1.337 2.253 2.026 0.0 0.0 0.0 0.000
H 1.987 0.470 0.469 0.0 -0.1 0.1 -0.001
H 2.022 0.756 -1.272 0.0 0.0 0.0 0.000

# 3
16
Properties=species:S:1:pos:R:3:forces:R:3:lowdin_charge:R:1 method="wB97M-V/def2-TZVPD" e_tot_ev=-10321.310 charge=0 largest_force_ev_per_a=3.6 smiles="[H]/N=C/N.O.O.O" gap_ev=10.0
H -0.299 -2.210 2.213 0.1 -0.3 -1.1 0.052
N 0.312 -1.750 1.516 -0.5 3.0 2.0 0.003
C 0.069 -0.465 1.775 3.0 -0.4 -1.0 -0.257
N 0.972 0.626 1.477 -1.9 -1.4 0.5 0.078
H -0.813 -0.219 2.365 0.1 0.6 -0.2 0.108
H 0.633 1.569 1.269 -0.3 -0.8 0.2 0.051
H 1.951 0.521 1.236 -0.5 -0.8 -0.1 0.085
O -1.080 0.264 -2.068 0.7 -0.4 -1.4 -0.137
H -0.828 -0.716 -2.249 -0.2 2.5 0.6 0.061
H -0.697 0.890 -2.752 -0.6 -1.8 1.0 0.066
O 0.149 -2.055 -1.128 2.0 -0.4 -0.3 -0.159
H 0.387 -2.262 -0.157 -0.3 0.7 -1.5 0.003
H 1.021 -1.931 -1.618 -1.7 -0.4 1.2 0.068
O -0.361 2.518 -0.331 -0.3 0.1 -0.2 -0.082
H -0.542 3.380 -0.728 -0.1 -0.4 0.1 0.045
H -0.874 1.840 -0.820 0.4 0.3 0.2 0.014